#one
The following is a quantum chemistry calculation of a structure of composition C29H29N4O7PS2SeW, from the OMol25 dataset.

Geometry as XYZ:
```
74
Properties=species:S:1:pos:R:3:lowdin_spin:R:1
W -0.8814 -3.3045 0.6689 0.012
C -2.1800 -3.5165 2.4053 0.001
C -3.3396 -3.8494 1.5363 0.001
C -4.1134 -2.7429 1.4032 0.000
C -3.5859 -1.6897 2.2467 0.002
C -2.4805 -2.1525 2.8779 0.000
H -1.7617 -4.2698 3.0647 0.000
H -3.5227 -4.8129 1.0913 0.000
H -5.0035 -2.6695 0.7954 0.000
H -4.0217 -0.7085 2.3686 0.000
H -1.8929 -1.6120 3.6027 0.000
C -0.4645 10.6484 -0.5886 0.000
O -0.0100 9.8554 0.4984 0.000
C -0.1460 8.5190 0.4097 0.000
C 0.3165 7.7843 1.5062 0.000
C 0.2195 6.4139 1.5128 0.000
C -0.3427 5.7344 0.4266 0.000
C -0.7913 6.4711 -0.6618 0.000
C -0.7005 7.8547 -0.6814 0.000
C -0.4368 4.2787 0.4736 0.000
N 0.1643 3.5047 1.3516 0.000
C -0.2106 2.2340 1.0277 0.000
C -1.0587 2.2254 -0.0598 0.000
N -1.1957 3.5461 -0.4043 0.000
C -1.6186 1.0350 -0.6072 0.000
C -2.5103 0.9548 -1.6893 0.000
C -2.9726 -0.2735 -2.0818 0.000
C -2.5323 -1.4224 -1.4206 0.000
N -1.6825 -1.3729 -0.4068 0.001
C -1.2448 -0.1646 0.0139 0.000
C -0.3674 -0.1698 1.1493 0.000
N -0.1072 -1.3763 1.6877 0.001
C 0.6929 -1.4483 2.7419 0.004
C 1.2534 -0.3156 3.3307 0.001
C 0.9888 0.9238 2.7997 0.000
C 0.1573 1.0137 1.6765 0.000
H -0.2656 11.6783 -0.3102 0.000
H -1.5365 10.5164 -0.7498 0.000
H 0.0796 10.4086 -1.5046 0.000
H 0.7456 8.3210 2.3412 0.000
H 0.5744 5.8441 2.3604 0.000
H -1.2049 5.9807 -1.5357 0.000
H -1.0534 8.3971 -1.5454 0.000
H -1.7774 3.9298 -1.1279 0.000
H -2.8314 1.8506 -2.2056 0.000
H -3.6652 -0.3778 -2.9042 0.000
H -2.8555 -2.4041 -1.7310 0.000
H 0.8970 -2.4371 3.1273 0.001
H 1.8919 -0.4331 4.1942 0.000
H 1.4041 1.8284 3.2237 0.000
C 5.0982 -3.0809 -4.0911 0.000
C 3.6862 -3.1237 -3.5709 0.005
O 3.7560 -3.1175 -2.1091 0.035
P 2.4603 -3.3412 -1.2384 0.048
S 3.2873 -2.8638 0.6147 0.816
S 0.8838 -2.3364 -1.7729 0.004
O 2.1533 -4.8940 -1.2903 0.004
C 3.0970 -5.9060 -0.8459 0.000
C 2.4796 -6.6878 0.2856 0.001
H 5.0802 -3.0688 -5.1811 0.000
H 5.6591 -3.9557 -3.7652 0.000
H 5.6090 -2.1840 -3.7442 0.000
H 3.1621 -4.0289 -3.8805 0.000
H 3.1055 -2.2527 -3.8718 0.000
H 4.0258 -5.4231 -0.5395 0.000
H 3.2962 -6.5271 -1.7178 0.000
H 2.2599 -6.0320 1.1273 0.001
H 3.1688 -7.4675 0.6112 0.000
H 1.5515 -7.1619 -0.0334 0.000
O -3.1548 -6.1448 -0.7693 0.000
Se -1.6224 -5.7077 -0.8338 0.000
O -1.1227 -5.2972 0.7976 0.001
O 0.6970 -3.7088 1.1398 0.060
O -1.6367 -3.9171 -1.0190 0.000
```

Properties
Net charge: +1
Multiplicity: 2
HOMO energy (alpha / beta), eV: -10.3 / -10.3
Kohn-Sham gap (alpha / beta), eV: 5.97 / 5.20

#two
The following is a quantum chemistry calculation of a structure of composition C29H29N4O7PS2SeW, from the OMol25 dataset.

Geometry as XYZ:
```
74
Properties=species:S:1:pos:R:3:lowdin_spin:R:1
W 1.7709 1.9210 2.0694 0.016
C 2.8569 0.8504 3.8322 0.000
C 3.9699 1.5158 3.1742 0.000
C 4.4529 0.6781 2.1977 0.001
C 3.8008 -0.5951 2.3133 0.001
C 2.8845 -0.5113 3.3273 0.000
H 2.4271 1.1682 4.7725 0.000
H 4.3243 2.5046 3.4095 0.000
H 5.1944 0.9587 1.4646 0.000
H 3.9709 -1.4490 1.6745 0.000
H 2.2257 -1.2960 3.6606 0.000
C -2.8861 -7.8648 -6.7312 0.000
O -3.1241 -7.7694 -5.3345 0.000
C -2.5373 -6.7647 -4.6573 0.000
C -2.8086 -6.7164 -3.2860 0.000
C -2.2563 -5.7288 -2.5063 0.000
C -1.4171 -4.7613 -3.0706 0.000
C -1.1579 -4.8147 -4.4337 0.000
C -1.7074 -5.8065 -5.2329 0.000
C -0.8548 -3.7281 -2.2061 0.000
N -1.2097 -3.5069 -0.9594 0.000
C -0.4378 -2.4619 -0.5442 0.000
C 0.4072 -2.0369 -1.5477 0.000
N 0.1338 -2.8642 -2.6080 0.000
C 1.3311 -0.9620 -1.3945 0.000
C 2.2315 -0.4954 -2.3627 0.000
C 3.0634 0.5494 -2.0543 0.000
C 2.9833 1.1482 -0.7966 0.000
N 2.1351 0.7291 0.1322 0.000
C 1.3259 -0.3208 -0.1450 0.000
C 0.4566 -0.7573 0.9099 0.001
N 0.5658 -0.0939 2.0706 0.001
C -0.2012 -0.4481 3.0895 0.006
C -1.1056 -1.5048 3.0039 0.002
C -1.2272 -2.2006 1.8238 0.000
C -0.4296 -1.8294 0.7375 0.000
H -3.4452 -8.7308 -7.0704 0.000
H -1.8244 -8.0141 -6.9398 0.000
H -3.2440 -6.9745 -7.2528 0.000
H -3.4573 -7.4701 -2.8615 0.000
H -2.4655 -5.6909 -1.4464 0.000
H -0.5344 -4.0717 -4.9178 0.000
H -1.4900 -5.8166 -6.2902 0.000
H 0.5808 -2.8731 -3.5074 0.000
H 2.2721 -0.9545 -3.3422 0.000
H 3.7734 0.9339 -2.7718 0.000
H 3.5993 1.9962 -0.5387 0.000
H -0.0987 0.1264 4.0002 0.001
H -1.7021 -1.7571 3.8688 0.000
H -1.9208 -3.0239 1.7177 0.000
C -3.0271 6.4147 -0.5091 0.000
C -1.8006 5.5793 -0.2443 0.005
O -2.1776 4.5083 0.6502 0.040
P -1.0761 3.5773 1.3709 0.034
S -2.5037 2.2937 2.1171 0.826
S 0.2592 3.0552 -0.0268 -0.004
O -0.4803 4.6273 2.4114 -0.002
C -1.3323 5.4531 3.2423 0.000
C -0.9517 5.2450 4.6872 0.000
H -2.7812 7.2225 -1.1989 0.000
H -3.4066 6.8568 0.4119 0.000
H -3.8150 5.8101 -0.9563 0.000
H -1.0078 6.1672 0.2257 0.001
H -1.4039 5.1388 -1.1595 0.000
H -2.3775 5.1997 3.0637 0.000
H -1.1724 6.4838 2.9236 0.000
H -1.0518 4.1942 4.9593 0.000
H -1.6113 5.8306 5.3288 0.000
H 0.0757 5.5547 4.8752 0.000
O 4.3848 4.8846 2.5932 0.000
Se 2.9185 4.6469 2.0441 0.000
O 2.0826 3.4962 3.1778 0.002
O 0.0688 2.2360 2.4902 0.067
O 2.9929 3.1098 1.0827 -0.001
```

Properties
Net charge: +1
Multiplicity: 2
HOMO energy (alpha / beta), eV: -10.3 / -10.3
Kohn-Sham gap (alpha / beta), eV: 5.94 / 5.37

Which of them is the least stable? Correct choice: #two.

#one
The following is a quantum chemistry calculation of an isolated molecule of C5H8ClN3, from the OMol25 dataset.

Geometry as XYZ:
```
17
Properties=species:S:1:pos:R:3:nbo_charge:R:1
C 1.8429 0.8316 0.6981 -0.059
C 2.0537 -0.4952 0.5771 -0.145
C -1.9277 1.8701 -0.2251 -0.676
C 0.3034 -2.0933 -0.4977 -0.440
C -1.3649 0.4706 -0.4845 -0.038
N 0.6585 1.2892 0.2916 -0.304
N -0.0937 0.2333 0.0346 0.068
N 0.6960 -0.8941 0.2488 -0.168
Cl -2.4154 -0.8197 0.1601 -0.088
H 2.5034 1.5638 1.0630 0.214
H -2.6578 1.7021 0.5476 0.227
H -2.1185 2.2661 -1.1675 0.230
H -1.0234 2.3689 0.2515 0.258
H 0.5934 -3.0533 -0.0157 0.218
H -0.7981 -2.0879 -0.6576 0.255
H 0.8089 -2.0482 -1.4431 0.199
H 2.9392 -1.1039 0.6190 0.248
```

Properties
HOMO energy, eV: -7.0
Kohn-Sham gap, eV: 7.48

#two
The following is a quantum chemistry calculation of an isolated molecule of C5H8ClN3, from the OMol25 dataset.

Geometry as XYZ:
```
17
Properties=species:S:1:pos:R:3:nbo_charge:R:1
C -1.1472 -0.7262 -0.8507 -0.277
C -1.4340 -0.4117 0.4390 -0.032
C 0.1013 -0.4873 -1.4761 0.259
C 1.3802 0.1782 -0.8136 -0.536
C 1.0851 1.1037 0.2430 -0.071
N 0.4389 -1.1609 -2.4990 -0.618
N -0.4487 -0.2509 1.3070 -0.257
N -0.7719 0.4139 2.4677 -0.643
Cl 0.0960 2.4020 -0.1135 0.045
H -1.9113 -1.1878 -1.4787 0.231
H -2.5489 -0.6060 0.6650 0.191
H 2.0889 -0.5275 -0.3605 0.238
H 1.8211 0.6837 -1.6081 0.224
H 1.5768 1.1040 1.1151 0.184
H 1.3254 -0.9940 -2.9495 0.334
H -1.6872 0.2519 2.9102 0.363
H 0.0355 0.2149 3.0028 0.365
```

Properties
HOMO energy (alpha / beta), eV: -7.1 / -7.6
Kohn-Sham gap (alpha / beta), eV: 6.46 / 7.83

Which of them is the least stable? Correct choice: #two.